Computed, not measured: C14H35Cl2LaN2PS as an isolated structure, with ωB97M-V/def2-TZVPD.

## Properties
Total charge: -1
Frontier orbital gap, eV: 4.88
Relative energy (zero: lowest compared OMol25 entry of this formula, charge and spin), eV: 1.042
Highest occupied orbital energy, eV: -2.61

CARTESIAN COORDINATES (ANGSTROEM)
La -0.802 -1.989 0.979
Cl -0.538 -0.390 -0.979
Cl -0.992 -0.618 3.050
H 0.955 -2.416 0.955
H -0.065 -3.239 -0.273
P 1.467 2.923 -1.789
C 0.706 3.034 -3.482
C 1.287 4.629 -1.069
C 3.265 2.714 -2.192
C -0.710 2.431 -3.457
H 1.348 2.361 -4.081
C 0.699 4.412 -4.154
H 0.031 5.119 -3.640
H 0.320 4.283 -5.179
H 1.697 4.860 -4.229
H -0.700 1.422 -3.027
H -1.103 2.374 -4.483
H -1.405 3.041 -2.862
H 3.234 1.959 -2.999
C 4.021 2.090 -1.002
C 3.993 3.946 -2.736
H 3.551 4.323 -3.667
H 5.030 3.652 -2.965
H 4.034 4.766 -2.004
H 3.513 1.185 -0.647
H 4.114 2.788 -0.158
H 5.035 1.808 -1.318
C -0.194 4.919 -0.772
H 1.656 5.327 -1.841
C 2.117 4.797 0.212
H -0.834 4.897 -1.663
H -0.289 5.920 -0.325
H -0.590 4.192 -0.047
H 1.863 4.017 0.946
H 1.887 5.771 0.671
H 3.201 4.770 0.039
C -1.456 -4.194 5.114
N -2.289 -4.910 4.125
C -3.591 -5.358 4.597
C -1.803 -5.068 2.889
S -0.179 -4.552 2.561
N -2.603 -5.513 1.879
C -3.531 -6.629 1.953
C -2.185 -5.216 0.492
H -2.032 -4.213 6.041
H -1.251 -3.149 4.815
H -0.488 -4.703 5.255
H -4.408 -5.038 3.956
H -3.624 -6.441 4.727
H -3.710 -4.899 5.575
H -4.513 -6.287 1.607
H -3.213 -7.428 1.272
H -3.624 -7.034 2.951
H -2.353 -4.144 0.231
H -1.123 -5.476 0.301
H -2.828 -5.825 -0.154

Forces on atoms 1 to 3 (eV/Å):
-3.6 -0.6 -0.8
0.0 1.4 -1.6
-0.3 2.0 3.6